# 1
ORCA calculation (the ωB97M-V functional and the def2-TZVPD basis) on a cluster of 12 separate species, C60H140N4O12 in total.

XYZ file:
```
216
C60H140N4O12 | the Open Molecules 2025 dataset | the ωB97M-V functional and the def2-TZVPD basis
C 0.803 4.030 -4.712
C 1.859 4.378 -3.710
C 2.741 3.191 -3.519
C 2.661 5.616 -4.115
C 3.732 5.977 -3.034
C 2.971 6.459 -1.810
C 1.936 5.433 -1.370
C 2.761 4.448 -0.524
C 0.903 6.225 -0.503
N 1.166 4.857 -2.491
O 0.406 3.734 -1.925
H 1.208 3.880 -5.724
H 0.290 3.088 -4.448
H 0.035 4.771 -4.753
H 3.221 2.879 -4.484
H 3.613 3.372 -2.834
H 2.254 2.369 -3.034
H 3.225 5.472 -5.059
H 1.985 6.441 -4.308
H 4.272 5.079 -2.921
H 4.337 6.773 -3.402
H 2.510 7.354 -2.116
H 3.619 6.782 -0.954
H 2.279 3.506 -0.362
H 3.030 4.956 0.420
H 3.644 4.232 -1.087
H 0.338 6.934 -1.088
H 1.449 6.803 0.231
H 0.269 5.517 -0.011
H -0.590 3.927 -2.116
C 4.416 -7.355 2.336
C 3.484 -6.413 1.685
C 3.738 -6.512 0.177
C 2.032 -6.718 1.991
C 1.685 -6.380 3.451
C 1.943 -4.958 3.703
C 3.351 -4.469 3.427
C 3.349 -2.926 3.376
C 4.310 -4.967 4.616
N 3.799 -4.943 2.064
O 5.181 -4.602 1.853
H 5.398 -6.980 2.290
H 4.185 -7.667 3.333
H 4.515 -8.317 1.772
H 3.116 -5.797 -0.410
H 4.807 -6.355 -0.089
H 3.411 -7.472 -0.250
H 1.374 -6.123 1.298
H 1.745 -7.741 1.784
H 0.615 -6.589 3.454
H 2.295 -7.042 4.085
H 1.643 -4.602 4.722
H 1.321 -4.405 2.984
H 4.374 -2.605 3.329
H 2.887 -2.559 4.274
H 2.896 -2.497 2.462
H 4.381 -4.166 5.349
H 5.286 -5.182 4.190
H 3.947 -5.886 5.121
H 5.189 -4.063 1.045
C -6.541 2.338 -5.927
C -5.372 1.227 -5.770
C -5.732 0.044 -6.730
C -3.993 1.782 -6.170
C -3.294 2.606 -5.111
C -3.273 1.845 -3.815
C -4.715 1.491 -3.319
C -4.535 0.576 -2.116
C -5.691 2.642 -2.954
N -5.255 0.658 -4.447
O -6.469 0.034 -3.983
H -6.357 3.293 -5.592
H -6.785 2.438 -7.025
H -7.490 1.965 -5.537
H -5.021 -0.728 -6.645
H -6.785 -0.289 -6.541
H -5.738 0.377 -7.786
H -3.367 0.907 -6.386
H -4.068 2.281 -7.139
H -2.342 2.945 -5.426
H -3.877 3.608 -4.986
H -2.689 2.177 -2.996
H -2.882 0.880 -4.066
H -4.124 1.196 -1.314
H -3.871 -0.300 -2.221
H -5.498 0.235 -1.889
H -5.579 3.006 -1.902
H -6.682 2.230 -2.952
H -5.780 3.420 -3.686
H -7.146 0.679 -3.831
C -0.348 -1.132 8.650
C -0.931 -1.823 7.359
C -0.625 -3.316 7.552
C -2.504 -1.827 7.257
C -3.042 -0.484 6.805
C -2.335 -0.176 5.478
C -0.751 -0.114 5.444
C -0.119 -0.044 4.092
C -0.403 1.103 6.344
N -0.384 -1.441 6.030
O 1.026 -1.502 6.130
H -0.715 -0.140 8.890
H -0.738 -1.751 9.490
H 0.760 -1.091 8.666
H -1.159 -3.619 8.447
H -0.825 -3.880 6.658
H 0.366 -3.458 7.934
H -2.747 -2.656 6.574
H -2.832 -2.142 8.253
H -4.108 -0.473 6.634
H -2.785 0.341 7.465
H -2.648 0.791 5.100
H -2.562 -0.942 4.710
H -0.594 0.650 3.468
H -0.116 -1.054 3.616
H 0.933 0.228 4.275
H 0.666 1.180 6.566
H -0.841 1.001 7.328
H -0.751 2.065 5.946
H 1.402 -0.701 6.555
C -2.356 -4.151 -3.087
C -0.891 -4.022 -2.576
C -0.244 -5.333 -2.155
O -0.143 -3.331 -3.611
H -2.601 -3.159 -3.486
H -3.010 -4.522 -2.241
H -2.270 -4.914 -3.854
H -0.859 -3.378 -1.678
H -0.206 -6.021 -2.957
H -0.676 -5.827 -1.299
H 0.787 -5.118 -1.814
H 0.779 -3.399 -3.408
C 4.387 -2.626 -4.847
C 3.204 -3.489 -4.542
C 3.517 -4.944 -4.511
O 2.556 -3.161 -3.333
H 5.033 -3.027 -5.700
H 5.094 -2.535 -4.023
H 4.106 -1.611 -5.153
H 2.548 -3.330 -5.481
H 4.201 -5.236 -3.692
H 3.963 -5.143 -5.468
H 2.582 -5.496 -4.326
H 2.225 -2.229 -3.269
C 1.106 -0.694 -5.727
C 1.159 0.287 -4.488
C -0.265 0.305 -3.918
O 2.078 -0.281 -3.577
H 0.689 -0.157 -6.602
H 0.561 -1.586 -5.440
H 2.136 -0.943 -5.902
H 1.560 1.211 -4.805
H -1.012 0.305 -4.741
H -0.364 1.075 -3.187
H -0.380 -0.615 -3.398
H 1.971 0.098 -2.734
C -2.254 6.728 -2.878
C -2.746 5.821 -1.759
C -4.221 5.984 -1.553
O -2.318 4.485 -2.083
H -2.713 6.305 -3.789
H -1.193 6.485 -3.008
H -2.382 7.809 -2.701
H -2.193 6.181 -0.871
H -4.844 5.995 -2.411
H -4.484 6.841 -0.923
H -4.520 5.135 -0.881
H -3.116 3.993 -2.261
C -0.392 3.758 2.573
C -1.918 3.781 2.503
C -2.476 2.600 1.740
O -2.460 3.656 3.815
H 0.197 4.123 1.694
H -0.020 2.713 2.827
H -0.079 4.464 3.353
H -2.289 4.730 1.977
H -2.431 1.603 2.185
H -1.990 2.566 0.718
H -3.555 2.805 1.562
H -2.168 4.382 4.421
C -3.339 -1.918 1.627
C -2.948 -3.328 2.003
C -1.670 -3.796 1.277
O -2.911 -3.422 3.427
H -3.185 -1.612 0.575
H -2.672 -1.332 2.277
H -4.338 -1.887 1.945
H -3.769 -4.014 1.766
H -1.170 -4.671 1.569
H -0.904 -2.987 1.435
H -1.822 -3.844 0.133
H -2.294 -2.751 3.732
C 4.647 2.293 3.568
C 5.178 0.939 3.846
C 4.429 0.302 5.000
O 4.963 0.254 2.596
H 3.616 2.260 3.296
H 5.058 2.779 2.648
H 4.809 2.930 4.418
H 6.244 0.877 4.026
H 5.056 0.419 5.932
H 4.192 -0.720 4.803
H 3.460 0.720 5.149
H 5.521 -0.542 2.619
C -0.655 0.002 0.054
C 0.654 0.853 0.212
C 1.650 0.239 1.168
O 1.243 1.252 -1.018
H -1.069 -0.279 1.028
H -0.552 -0.880 -0.510
H -1.377 0.635 -0.483
H 0.206 1.756 0.662
H 1.214 0.086 2.131
H 2.535 0.809 1.273
H 1.950 -0.681 0.769
H 0.713 1.965 -1.286
```

Results
F_max ... 3.89 eV/A
Net charge ... 0
2S+1 ... 1
E_tot ... -3491.68612 a.u.
Orbital gap ... 8.61 eV
Energy above the lowest of the compared OMol25 structures with the same formula, charge and spin ... 70.0 kcal/mol
SMILES ... CC1(C)CCCC(C)(C)N1O.CC1(C)CCCC(C)(C)N1O.CC1(C)CCCC(C)(C)N1O.CC1(C)CCCC(C)(C)N1O.CC(C)O.CC(C)O.CC(C)O.CC(C)O.CC(C)O.CC(C)O.CC(C)O.CC(C)O

# 2
ORCA calculation (the ωB97M-V functional and the def2-TZVPD basis) on a cluster of 10 separate species, C60H150N10O20 in total.

XYZ file:
```
240
C60H150N10O20 | the Open Molecules 2025 dataset | the ωB97M-V functional and the def2-TZVPD basis
C -3.869 -2.076 -4.415
O -3.572 -0.703 -4.620
C -2.331 -0.398 -5.181
C -1.887 1.016 -4.881
N -0.598 1.304 -5.500
C -0.257 2.694 -5.345
C 1.113 3.040 -5.936
O 1.363 4.414 -5.875
C 0.821 5.162 -6.920
H -4.901 -2.063 -4.069
H -3.237 -2.508 -3.631
H -3.759 -2.641 -5.347
H -2.422 -0.591 -6.262
H -1.530 -1.073 -4.846
H -1.885 1.202 -3.805
H -2.678 1.661 -5.308
H -0.704 1.049 -6.480
H -0.090 2.897 -4.282
H -1.018 3.399 -5.709
H 1.241 2.639 -6.954
H 1.892 2.545 -5.355
H 0.855 6.202 -6.608
H -0.245 4.919 -7.048
H 1.273 5.024 -7.907
C -1.442 3.652 -0.351
O -0.183 3.240 0.130
C 0.903 3.681 -0.644
C 2.224 3.315 0.004
N 2.620 1.941 -0.256
C 3.983 1.639 0.122
C 4.358 0.253 -0.352
O 5.713 -0.030 -0.180
C 6.057 -1.268 -0.773
H -1.536 4.746 -0.417
H -2.253 3.312 0.282
H -1.517 3.286 -1.383
H 0.851 4.770 -0.786
H 0.847 3.249 -1.655
H 2.171 3.523 1.085
H 2.964 3.996 -0.424
H 1.980 1.294 0.229
H 4.128 1.792 1.204
H 4.711 2.342 -0.301
H 4.154 0.201 -1.428
H 3.734 -0.518 0.125
H 5.385 -2.049 -0.395
H 7.057 -1.551 -0.449
H 6.036 -1.137 -1.858
C 3.171 -4.860 -1.681
O 3.007 -5.261 -3.020
C 1.995 -6.209 -3.177
C 2.044 -6.781 -4.581
N 1.813 -5.780 -5.607
C 2.280 -6.210 -6.919
C 2.230 -5.003 -7.827
O 3.350 -4.198 -7.495
C 3.383 -3.012 -8.231
H 3.969 -4.113 -1.749
H 3.620 -5.613 -1.022
H 2.280 -4.436 -1.210
H 1.012 -5.732 -3.075
H 2.078 -7.071 -2.509
H 1.352 -7.615 -4.741
H 3.028 -7.280 -4.711
H 2.337 -4.932 -5.407
H 1.659 -6.970 -7.395
H 3.309 -6.570 -6.826
H 1.317 -4.419 -7.646
H 2.232 -5.224 -8.902
H 3.552 -3.121 -9.309
H 4.134 -2.302 -7.879
H 2.427 -2.493 -8.059
C -1.579 5.648 5.961
O -0.739 5.940 4.861
C 0.633 5.795 5.139
C 1.403 6.089 3.878
N 1.647 7.519 3.620
C 0.451 8.301 3.355
C 0.837 9.727 2.959
O -0.293 10.557 3.117
C 0.055 11.881 3.394
H -1.372 4.629 6.307
H -2.623 5.702 5.660
H -1.401 6.367 6.770
H 0.859 4.783 5.489
H 0.931 6.518 5.909
H 0.907 5.627 3.008
H 2.421 5.693 3.955
H 2.354 7.638 2.911
H -0.232 8.322 4.200
H -0.131 7.857 2.530
H 1.125 9.717 1.896
H 1.700 10.028 3.563
H -0.849 12.475 3.457
H 0.692 12.276 2.596
H 0.625 11.924 4.325
C -4.059 0.716 -1.350
O -4.119 2.114 -1.432
C -5.340 2.638 -1.909
C -5.181 4.128 -2.014
N -5.200 4.705 -0.686
C -4.844 6.113 -0.661
C -4.569 6.530 0.767
O -3.478 5.789 1.239
C -2.989 6.227 2.480
H -3.006 0.442 -1.251
H -4.389 0.194 -2.260
H -4.644 0.303 -0.516
H -6.101 2.414 -1.142
H -5.701 2.115 -2.803
H -5.976 4.555 -2.628
H -4.231 4.280 -2.558
H -4.572 4.144 -0.122
H -5.592 6.742 -1.143
H -3.914 6.247 -1.240
H -5.436 6.396 1.422
H -4.368 7.612 0.701
H -3.719 6.371 3.284
H -2.381 7.133 2.394
H -2.310 5.445 2.828
C -1.589 -4.465 1.722
O -2.775 -5.145 1.368
C -3.182 -6.043 2.384
C -4.176 -6.993 1.751
N -4.686 -7.952 2.731
C -5.709 -8.826 2.169
C -6.070 -9.873 3.178
O -4.917 -10.615 3.494
C -5.160 -11.574 4.470
H -1.319 -3.868 0.849
H -0.809 -5.206 1.938
H -1.640 -3.778 2.576
H -3.668 -5.494 3.199
H -2.341 -6.611 2.802
H -3.690 -7.510 0.909
H -5.058 -6.468 1.377
H -3.917 -8.525 3.067
H -5.302 -9.289 1.254
H -6.581 -8.236 1.887
H -6.793 -10.576 2.746
H -6.494 -9.431 4.085
H -4.251 -12.119 4.703
H -5.902 -12.321 4.161
H -5.526 -11.074 5.374
C -3.647 -0.933 2.366
O -3.086 -0.471 3.585
C -2.511 -1.458 4.405
C -2.312 -0.838 5.783
N -3.581 -0.515 6.423
C -3.324 0.096 7.716
C -4.584 0.767 8.245
O -4.853 1.853 7.384
C -6.153 2.384 7.531
H -3.011 -1.533 1.707
H -3.906 -0.036 1.791
H -4.604 -1.411 2.617
H -1.550 -1.817 4.001
H -3.070 -2.395 4.565
H -1.631 0.012 5.635
H -1.755 -1.619 6.314
H -4.009 0.176 5.808
H -2.544 0.867 7.728
H -3.069 -0.681 8.441
H -4.336 1.154 9.249
H -5.428 0.095 8.433
H -6.283 3.246 6.882
H -6.416 2.640 8.567
H -6.896 1.623 7.233
C -1.579 2.490 4.661
O -0.238 2.061 4.574
C 0.321 2.022 3.292
C -0.299 0.888 2.448
N 0.448 0.652 1.198
C -0.209 -0.501 0.561
C 0.380 -0.848 -0.782
O -0.403 -1.909 -1.291
C -0.057 -2.271 -2.610
H -1.694 3.515 4.296
H -1.820 2.433 5.723
H -2.282 1.807 4.177
H 1.391 1.843 3.397
H 0.193 2.947 2.703
H -1.349 1.096 2.238
H -0.148 0.041 3.127
H 0.083 1.454 0.672
H -1.302 -0.362 0.487
H -0.202 -1.341 1.267
H 1.444 -1.119 -0.685
H 0.387 0.006 -1.476
H -0.990 -2.574 -3.095
H 0.531 -3.198 -2.612
H 0.439 -1.505 -3.205
C 3.276 -0.258 3.282
O 3.474 -1.636 3.073
C 2.307 -2.240 2.550
C 2.589 -3.681 2.214
N 2.638 -4.493 3.438
C 2.618 -5.929 3.192
C 3.930 -6.514 2.727
O 4.201 -6.336 1.351
C 5.293 -7.102 0.933
H 4.225 0.226 3.507
H 2.687 -0.152 4.208
H 2.744 0.298 2.509
H 2.031 -1.746 1.608
H 1.486 -2.191 3.277
H 3.551 -3.766 1.692
H 1.775 -4.048 1.584
H 3.446 -4.225 3.986
H 1.848 -6.121 2.442
H 2.353 -6.441 4.118
H 3.921 -7.610 2.914
H 4.811 -6.223 3.328
H 5.151 -8.153 1.211
H 6.198 -6.663 1.370
H 5.446 -7.115 -0.147
C 8.124 2.600 -6.394
O 7.348 2.704 -5.232
C 6.234 3.571 -5.419
C 5.218 3.272 -4.348
N 4.475 2.086 -4.751
C 3.470 1.665 -3.800
C 2.939 0.323 -4.222
O 3.929 -0.672 -4.007
C 3.520 -1.931 -4.498
H 8.589 3.556 -6.663
H 7.544 2.179 -7.221
H 8.947 1.918 -6.178
H 5.820 3.444 -6.424
H 6.616 4.602 -5.373
H 4.505 4.102 -4.352
H 5.648 3.112 -3.350
H 5.049 1.297 -5.013
H 2.616 2.339 -3.659
H 3.905 1.692 -2.788
H 2.799 0.358 -5.309
H 1.996 0.129 -3.703
H 4.385 -2.506 -4.855
H 2.830 -1.963 -5.349
H 3.167 -2.546 -3.657
```

Results
F_max ... 1.95 eV/A
Net charge ... 0
2S+1 ... 1
E_tot ... -4427.92253 a.u.
Orbital gap ... 8.89 eV
Energy above the lowest of the compared OMol25 structures with the same formula, charge and spin ... 23.3 kcal/mol
SMILES ... COCCNCCOC.COCCNCCOC.COCCNCCOC.COCCNCCOC.COCCNCCOC.COCCNCCOC.COCCNCCOC.COCCNCCOC.COCCNCCOC.COCCNCCOC

What is the formula in the second record?
C60H150N10O20

Which formula does entry 2 have?
C60H150N10O20

What is the formula in the first record?
C60H140N4O12